[1]
Formula: C24H28CrNOSTe
Source: OMol25
Level of theory: the ωB97M-V functional and the def2-TZVPD basis

Geometry as XYZ:
```
57
Properties=species:S:1:pos:R:3:forces:R:3
Cr 8.10047 12.29015 10.29016 -1.103 0.893 0.765
C 11.45064 8.89823 12.73005 -0.266 0.195 -0.711
C 9.98107 8.67056 12.93456 -0.992 -0.753 0.415
C 9.46353 7.41503 12.59298 -0.728 -0.129 -0.034
C 8.08915 7.10842 12.69945 0.798 0.639 0.563
C 7.58629 5.72478 12.38673 -0.448 -0.173 -0.534
C 7.23403 8.12165 13.14631 -0.412 -0.183 -0.633
C 7.71385 9.41024 13.44200 -0.325 -1.480 0.073
C 6.77159 10.45760 13.89464 0.485 0.374 1.180
C 9.06983 9.63224 13.41797 1.667 0.780 -0.410
H 12.06162 8.03014 13.00345 -0.189 0.183 0.096
H 11.78508 9.78742 13.25006 0.194 0.129 0.084
H 11.57422 9.05621 11.64283 0.225 0.096 0.394
H 10.11608 6.63551 12.19603 0.040 0.202 0.122
H 6.67022 5.80200 11.77348 0.305 -0.138 0.208
H 7.32626 5.12430 13.26876 0.093 0.303 -0.003
H 8.31562 5.13716 11.81247 -0.105 0.247 0.115
H 6.13857 7.91747 13.16907 0.846 0.233 0.101
H 6.81901 10.47758 15.01428 -0.352 0.148 -0.780
H 5.78710 10.20770 13.54977 -0.636 0.144 0.008
H 7.07702 11.44250 13.53313 -0.140 -0.100 0.009
H 9.42730 10.65075 13.69084 -0.172 -0.906 -0.237
N 4.48897 10.37087 9.25016 0.906 0.353 1.328
C 5.43011 11.31698 9.64592 -0.437 0.442 0.200
O 5.84532 11.44069 10.82209 -0.724 -0.614 -2.386
C 5.83738 12.26557 8.47110 -0.087 0.416 -0.168
C 6.89787 13.25460 8.89064 1.628 0.614 0.732
H 4.27280 9.61441 9.91972 0.031 0.781 -0.978
H 4.17400 10.38946 8.28316 0.194 -0.338 0.672
H 4.93025 12.81313 8.09817 0.208 -0.764 0.300
H 6.20055 11.63319 7.63477 -0.173 0.209 0.461
H 6.55472 14.07260 9.55180 -0.354 -0.205 -0.425
H 7.64042 13.70625 8.17298 -1.215 -0.694 0.062
Te 9.17244 13.31488 12.48602 0.246 0.878 0.434
C 7.89413 14.71851 13.46590 0.015 -0.719 0.228
C 6.51805 14.52089 13.63927 0.207 0.290 0.468
C 5.78707 15.40346 14.46000 -0.063 -0.417 -1.159
C 6.37925 16.49246 15.07231 0.966 0.498 0.219
C 7.77157 16.62818 14.96536 0.614 -0.012 -0.768
C 8.51889 15.76040 14.14813 -0.343 0.283 0.561
H 6.03628 13.65206 13.17398 0.092 0.479 0.136
H 4.71897 15.25951 14.47406 -0.259 0.041 0.304
H 5.83140 17.28530 15.59504 -0.032 -0.621 -0.076
H 8.33398 17.45161 15.42293 -0.520 -0.236 0.038
H 9.60889 15.84341 14.06353 -0.486 0.198 0.089
S 9.01608 10.54495 9.28700 0.654 -1.542 -0.981
C 9.97721 11.44739 8.11759 0.188 -0.009 -1.439
C 10.92964 12.40043 8.50422 0.392 -0.157 -0.399
C 11.70564 13.10488 7.57511 -0.220 0.088 -0.087
C 11.55415 12.90418 6.20805 0.019 -0.101 -0.101
C 10.64250 11.92685 5.81240 -0.452 -0.026 0.354
C 9.84057 11.21947 6.70889 0.098 0.160 0.774
H 11.10629 12.54354 9.55838 -0.051 0.162 0.184
H 12.42800 13.84302 7.90226 -0.044 -0.030 0.247
H 12.11820 13.49145 5.45226 -0.376 -0.539 0.700
H 10.50770 11.72568 4.77449 -0.057 -0.084 -0.725
H 9.09007 10.49545 6.32862 0.649 0.513 0.408
```
Forces are in eV/Å.

Results
- gap between HOMO and LUMO (alpha / beta) (eV) = 6.18 / 6.79
- <S²> = 6.06
- lowest unoccupied orbital energy (alpha / beta) (eV) = 2.69 / 2.68
- total energy (Ha) = -2772.05281
- charge = -1
- multiplicity = 5
- energy above the lowest of the compared OMol25 structures with the same formula, charge and spin (eV) = 0.000

[2]
Formula: C47H46AsCl2CsN6OS2Se
Source: OMol25
Level of theory: the ωB97M-V functional and the def2-TZVPD basis

Geometry as XYZ:
```
107
Properties=species:S:1:pos:R:3:forces:R:3
Cs -1.33506 -0.89433 0.73763 -0.336 0.015 0.812
Cl 1.85007 -0.14103 1.02398 0.386 0.164 0.057
C 2.33373 1.20485 -0.00167 0.004 -0.033 0.005
C 3.67100 1.25095 -0.34882 -0.021 0.008 -0.007
C 4.11661 2.24705 -1.20289 -0.003 0.003 -0.006
C 3.19903 3.15916 -1.70346 -0.003 -0.015 0.006
C 1.86863 3.08346 -1.33401 0.016 -0.013 -0.026
Cl 0.78942 4.25462 -2.03823 -0.002 -0.002 0.008
C 1.35343 2.11727 -0.43974 -0.027 -0.005 -0.005
S -0.29435 2.07794 0.06878 0.118 0.080 -0.212
H 4.34903 0.50587 0.04512 0.002 0.000 -0.002
H 5.15935 2.30370 -1.48398 -0.001 0.001 -0.001
H 3.50867 3.93872 -2.38644 0.003 0.003 0.000
S -0.12223 0.83039 8.10592 0.016 0.040 0.034
C -0.50130 0.07949 6.54517 -0.093 -0.104 0.074
C 0.41001 0.12739 5.49991 0.099 0.032 -0.009
C 0.03557 -0.38024 4.27255 -0.036 0.020 -0.114
N -1.14453 -0.95476 4.04262 -0.007 -0.235 -0.065
C -1.98168 -1.05572 5.06841 -0.042 0.073 -0.057
C -1.71692 -0.54702 6.33172 -0.001 0.019 0.024
C 0.25774 2.44615 7.45438 -0.028 0.126 0.069
C -0.74362 3.22812 6.89544 -0.007 -0.063 -0.001
C -0.39631 4.46307 6.36953 0.001 0.042 -0.038
N 0.84216 4.95187 6.38527 0.009 -0.011 0.030
C 1.78791 4.19707 6.93820 0.000 0.003 -0.004
C 1.55333 2.94086 7.48319 0.005 0.037 -0.020
H 1.38776 0.57353 5.63651 -0.007 0.009 -0.004
H 0.70642 -0.29000 3.42453 0.022 -0.060 0.015
H -2.93547 -1.53052 4.86776 0.004 -0.012 -0.002
H -2.46001 -0.60365 7.11498 0.005 0.003 0.006
H -1.76546 2.87860 6.82861 0.035 0.001 0.007
H -1.15784 5.07825 5.90147 0.028 -0.014 0.011
H 2.79066 4.61017 6.94066 0.003 0.003 -0.004
H 2.36125 2.36046 7.90768 0.006 0.000 0.010
C 4.21552 -5.55908 -0.72316 0.002 -0.004 -0.003
C 3.95357 -5.06538 -1.99509 0.003 -0.003 0.005
C 2.78004 -4.36975 -2.24408 -0.002 0.018 0.004
C 1.85537 -4.16265 -1.22321 -0.004 -0.015 -0.003
C 2.12885 -4.65431 0.04894 -0.003 -0.018 0.000
C 3.30279 -5.35353 0.29978 -0.005 0.005 0.000
As 0.18638 -3.18676 -1.48118 0.175 -0.144 -0.266
C -0.83227 -4.48040 -2.52822 -0.001 -0.021 0.025
C -2.12122 -4.10713 -2.90616 0.001 -0.020 -0.004
C -2.90719 -4.95943 -3.66713 -0.003 0.003 -0.003
C -2.41966 -6.20474 -4.04147 -0.003 -0.005 0.001
C -1.14591 -6.58988 -3.65120 0.004 0.005 -0.002
C -0.35261 -5.73087 -2.89964 0.008 0.004 -0.023
C 0.78343 -2.02068 -2.93345 -0.018 -0.016 -0.006
C 0.40603 -2.16871 -4.26329 0.008 -0.001 -0.024
C 0.89593 -1.29334 -5.22715 0.013 -0.010 0.006
C 1.75536 -0.26398 -4.86894 0.021 -0.005 0.001
C 2.12980 -0.10785 -3.54027 0.016 0.005 -0.008
C 1.64556 -0.98518 -2.58216 -0.017 -0.016 0.008
H 5.13390 -6.09851 -0.53002 0.000 0.000 0.000
H 4.66773 -5.21974 -2.79405 0.000 0.001 0.000
H 2.58640 -3.97787 -3.23578 -0.003 0.000 -0.001
H 1.42218 -4.48782 0.85462 0.001 0.000 0.002
H 3.50550 -5.72990 1.29427 0.001 -0.001 -0.001
H -2.50434 -3.13921 -2.60561 0.001 -0.003 0.004
H -3.90252 -4.65283 -3.96610 0.002 -0.004 0.000
H -3.03221 -6.87385 -4.63202 -0.001 0.000 0.001
H -0.76286 -7.56177 -3.93569 -0.001 0.000 0.002
H 0.64369 -6.03980 -2.60948 0.000 -0.002 0.003
H -0.26065 -2.97023 -4.55809 0.004 0.003 -0.001
H 0.60643 -1.42172 -6.26335 0.001 -0.002 -0.001
H 2.12960 0.41794 -5.62201 -0.003 0.001 0.002
H 2.78749 0.69940 -3.24099 -0.001 -0.005 0.001
H 1.94940 -0.86169 -1.55093 0.005 -0.001 0.011
C -1.65933 5.09262 1.43595 0.007 -0.010 -0.033
N -0.69444 4.37620 2.23836 0.009 0.086 0.124
C -0.97484 3.37653 3.10337 0.009 0.027 -0.008
Se -2.61392 2.74697 3.65366 0.043 0.015 -0.042
N 0.21278 2.88820 3.52721 0.011 -0.040 0.019
C 1.26510 3.51723 2.88716 -0.010 0.000 0.024
C 2.63378 3.32012 2.91972 -0.008 0.003 0.010
C 3.40232 4.12185 2.08853 0.007 0.027 -0.003
C 2.81782 5.08604 1.26510 0.003 0.005 0.023
C 1.44484 5.28202 1.23908 -0.014 0.008 0.018
C 0.68155 4.47541 2.06429 -0.040 -0.007 -0.014
H -2.65036 4.87399 1.82358 -0.009 0.000 0.000
H -1.58044 4.75422 0.40058 0.002 -0.002 0.020
H -1.46362 6.16280 1.49950 -0.006 0.009 0.006
H 0.25718 2.12121 4.17591 -0.007 0.009 0.006
H 3.08381 2.56475 3.55113 0.000 -0.007 -0.003
H 4.47603 3.99032 2.06962 0.002 -0.002 -0.003
H 3.44857 5.68162 0.61854 0.001 0.001 0.001
H 0.99114 6.00548 0.57601 0.002 -0.006 0.007
C -2.77156 -0.18182 -5.10364 0.047 -0.061 -0.032
N -2.61271 0.09165 -3.68808 -0.122 0.158 0.017
C -1.44714 0.89900 -3.33773 -0.026 0.000 -0.030
C -3.19999 -0.64427 -2.70616 0.267 -0.078 0.086
O -2.60335 -0.87396 -1.64212 -0.432 0.040 -0.481
N -4.45459 -1.15488 -2.93558 0.009 -0.189 -0.120
C -5.46494 -0.47581 -3.72972 -0.015 0.031 -0.006
C -5.00706 -2.09031 -1.96618 -0.009 0.049 0.017
H -1.78431 -0.12857 -5.56458 -0.007 -0.044 -0.001
H -3.41457 0.54070 -5.61376 0.021 0.032 0.003
H -3.16053 -1.18762 -5.26481 -0.062 0.029 0.014
H -0.51957 0.36970 -3.56454 -0.054 0.036 0.035
H -1.45869 1.15456 -2.28298 0.013 0.002 0.021
H -1.47791 1.82480 -3.91495 0.007 -0.015 -0.023
H -5.06405 -0.03029 -4.63027 0.028 0.032 0.018
H -5.96070 0.30730 -3.14633 -0.012 -0.015 0.010
H -6.21739 -1.20465 -4.03052 0.004 -0.002 -0.016
H -4.34341 -2.17361 -1.11250 0.015 -0.014 -0.012
H -5.14391 -3.07938 -2.41028 -0.038 0.016 -0.020
H -5.97814 -1.73062 -1.62108 0.011 0.007 0.050
```
Forces are in eV/Å.

Results
- gap between HOMO and LUMO (eV) = 6.71
- lowest unoccupied orbital energy (eV) = 0.07
- total energy (Ha) = -8596.56906
- energy above the lowest of the compared OMol25 structures with the same formula, charge and spin (eV) = 0.000

[3]
Formula: C40H41AlF6N7O4
Source: OMol25
Level of theory: the ωB97M-V functional and the def2-TZVPD basis

Geometry as XYZ:
```
99
Properties=species:S:1:pos:R:3:forces:R:3
Al 0.80797 0.16470 0.00898 -0.346 -0.235 0.284
C -0.62257 -1.46508 -7.02125 0.004 -0.050 0.058
C -1.73185 -0.70893 -6.31706 0.029 -0.073 -0.021
C -3.10281 -1.33746 -6.51624 -0.038 0.062 0.118
C -4.17017 -0.38257 -5.99929 0.042 -0.018 0.103
C -3.83740 0.10066 -4.60431 -0.059 -0.028 -0.192
C -4.81578 0.64658 -3.80380 -0.079 -0.010 -0.086
C -4.52380 1.05813 -2.50724 -0.047 0.029 -0.001
F -5.50842 1.59485 -1.77441 -0.015 -0.003 -0.016
C -3.28339 0.90780 -1.96272 0.055 0.049 0.158
C -2.27953 0.33387 -2.74943 0.049 -0.047 -0.003
C -0.97648 0.08074 -2.16132 0.241 0.199 -0.238
O -0.75796 0.47384 -0.98017 -0.197 -0.265 0.243
C -0.02958 -0.58726 -2.97125 -0.034 -0.119 0.228
C -0.33667 -0.85416 -4.28501 -0.034 0.133 -0.096
N -1.50169 -0.56286 -4.85270 -0.112 -0.040 0.005
C -2.53938 -0.03458 -4.07517 0.093 -0.061 -0.058
C 1.29867 -1.08062 -2.47326 -0.039 0.125 -0.034
O 2.02253 -1.72302 -3.20208 -0.030 0.032 0.087
O 1.58033 -0.81603 -1.22224 0.192 -0.392 -0.012
H -0.87852 -1.52148 -8.07827 0.013 -0.004 0.005
H -0.52457 -2.48619 -6.64331 -0.004 0.054 -0.019
H 0.34223 -0.96199 -6.94378 -0.050 -0.033 -0.037
H -1.76931 0.30921 -6.71290 0.049 0.074 -0.007
H -3.14364 -2.28589 -5.97345 0.019 -0.032 -0.039
H -3.25381 -1.55150 -7.57359 -0.006 0.015 0.002
H -5.14829 -0.86443 -5.98684 0.000 0.019 0.006
H -4.25176 0.47531 -6.67212 0.014 0.016 0.002
H -5.82957 0.74996 -4.17548 0.055 0.008 0.040
H -3.06272 1.21765 -0.94914 -0.016 -0.033 -0.021
H 0.42762 -1.31156 -4.89532 -0.020 -0.004 0.012
C -1.15300 -2.03840 3.87661 0.036 -0.144 0.058
N -1.05019 -2.82370 2.65956 0.022 -0.001 0.097
C -1.74268 -4.10360 2.72988 -0.053 0.040 0.042
C -0.48587 -2.38958 1.49701 -0.090 -0.143 -0.026
N -0.38849 -1.12519 1.14812 -0.114 0.395 0.011
C -1.22287 -0.15752 1.79788 0.080 0.073 -0.090
C -2.58459 -0.29494 1.78730 0.011 0.028 -0.108
C -3.42111 0.69779 2.32944 -0.058 0.038 -0.015
C -2.88086 1.83102 2.86217 -0.001 0.024 0.027
C -1.47690 2.01921 2.89333 0.069 -0.084 -0.051
C -0.92852 3.20015 3.44740 0.018 0.041 0.013
C 0.42158 3.39221 3.47100 -0.015 0.048 0.001
C 1.28760 2.41273 2.95255 0.040 0.019 0.000
C 0.81025 1.23596 2.43573 -0.042 -0.143 -0.021
N 1.69821 0.28646 1.82223 -0.078 0.110 0.080
C 2.86842 0.01542 2.37988 0.172 0.032 -0.148
N 3.14004 0.15274 3.71620 -0.002 0.153 -0.016
C 2.15165 0.01564 4.76589 0.089 -0.008 -0.020
C 4.37349 0.81193 4.13798 -0.059 -0.051 0.023
N 3.90454 -0.44401 1.64334 -0.072 0.019 -0.130
C 4.06315 -0.17905 0.21322 0.045 -0.084 0.107
C 4.92032 -1.32158 2.21160 -0.060 -0.025 -0.080
C -0.61431 1.01474 2.36610 0.099 -0.057 -0.055
N -0.02957 -3.38869 0.69068 0.209 0.062 -0.014
C 0.71375 -4.51834 1.23363 -0.030 0.083 -0.059
C -0.12743 -3.35687 -0.75618 -0.033 0.026 0.046
H -0.77935 -2.62888 4.71670 -0.001 -0.022 -0.020
H -2.18924 -1.75507 4.07933 0.024 -0.015 -0.013
H -0.57280 -1.13227 3.79577 0.117 0.069 0.064
H -2.72660 -3.94618 3.17707 0.006 0.020 -0.007
H -1.20258 -4.82494 3.34814 -0.001 0.016 -0.007
H -1.87724 -4.51993 1.73648 -0.013 0.011 0.004
H -3.01531 -1.17928 1.33018 0.007 0.033 0.002
H -4.49686 0.56632 2.29605 0.074 0.002 0.019
H -3.51577 2.61254 3.26492 0.042 -0.058 -0.025
H -1.60126 3.95536 3.83818 0.031 -0.054 -0.031
H 0.83804 4.30989 3.86978 -0.021 -0.049 -0.013
H 2.35538 2.60281 2.93620 -0.042 -0.025 -0.005
H 1.28184 -0.50355 4.39169 -0.158 -0.105 -0.081
H 1.83566 0.98283 5.16402 -0.004 0.028 -0.008
H 2.58204 -0.57473 5.57771 0.007 0.016 0.003
H 4.95940 1.11268 3.27306 -0.027 -0.011 0.027
H 4.98039 0.16198 4.77338 -0.022 0.009 -0.023
H 4.12159 1.71040 4.70998 -0.015 -0.028 -0.013
H 3.46234 0.67079 -0.08698 -0.024 0.060 0.029
H 3.78505 -1.04213 -0.39155 0.045 0.008 0.074
H 5.10943 0.06263 0.02154 0.016 0.023 0.054
H 4.58471 -1.73146 3.15991 -0.009 0.013 0.004
H 5.86913 -0.80244 2.36300 -0.001 0.009 -0.012
H 5.09433 -2.14376 1.51562 -0.019 0.014 0.001
H 0.89662 -4.37664 2.29613 -0.007 0.007 -0.031
H 1.67693 -4.58864 0.72345 -0.002 0.016 -0.007
H 0.18356 -5.46268 1.08743 -0.012 0.000 -0.001
H -0.76548 -2.53171 -1.06398 0.025 0.017 0.008
H -0.57828 -4.29285 -1.09706 -0.035 0.003 0.002
H 0.84909 -3.26150 -1.22753 0.060 0.033 -0.016
F 1.63075 7.20337 0.35551 0.008 0.063 0.007
C 1.56817 5.88330 0.18465 -0.031 0.118 0.023
C 2.72207 5.13358 0.09094 0.047 -0.017 0.003
F 3.90961 5.72749 0.17652 0.118 0.055 0.015
C 2.64786 3.76527 -0.08164 0.049 -0.046 -0.027
F 3.78716 3.05939 -0.13207 0.102 -0.061 0.002
C 1.43326 3.09377 -0.18095 -0.303 -0.102 0.183
O 1.37319 1.79041 -0.31992 0.267 0.205 -0.326
C 0.28439 3.88267 -0.08323 0.045 -0.093 -0.002
F -0.91284 3.28541 -0.13344 -0.121 -0.044 0.000
C 0.34423 5.24702 0.10060 -0.075 0.046 0.002
F -0.77890 5.95650 0.20604 -0.062 0.022 0.002
```
Forces are in eV/Å.

Results
- gap between HOMO and LUMO (eV) = 7.50
- lowest unoccupied orbital energy (eV) = -2.57
- total energy (Ha) = -3074.80453
- charge = +1
- energy above the lowest of the compared OMol25 structures with the same formula, charge and spin (eV) = 0.000

[4]
Formula: C8H10OS
Source: OMol25
Level of theory: the ωB97M-V functional and the def2-TZVPD basis

Geometry as XYZ:
```
20
Properties=species:S:1:pos:R:3:forces:R:3
C 2.64426 0.96861 0.03337 -4.009 -0.597 0.598
C 1.26613 0.26821 -0.01970 1.610 -0.308 0.872
O 1.41112 -1.12201 0.12877 -0.937 0.544 -0.615
C 0.12911 -1.65441 0.10716 0.198 0.943 -0.087
C -0.16562 -3.10084 0.03687 1.424 1.630 -0.147
C -0.74410 -0.64620 0.00791 -0.726 1.307 0.866
C -0.03057 0.61228 0.01659 0.131 -0.533 -0.468
C -0.85283 1.84670 -0.20090 1.675 1.912 -2.770
C -2.28981 1.47315 0.08426 -0.046 -1.536 1.134
S -2.49912 -0.41578 0.10955 0.614 0.436 -0.560
H 3.22753 0.28989 -0.50287 1.799 -0.517 -0.418
H 2.53100 1.93418 -0.37719 0.243 0.998 -0.885
H 2.76203 1.11381 1.08273 1.197 -0.226 0.758
H 0.48680 -3.44961 -0.75283 0.018 -0.863 -0.033
H 0.04032 -3.52383 1.00898 -0.367 -0.779 0.005
H -1.17049 -3.02479 -0.31690 -0.863 -1.120 0.144
H -0.45790 2.83154 0.32629 -1.026 -2.159 -0.785
H -0.71631 2.07237 -1.36382 -0.438 -0.199 2.250
H -2.46703 1.71051 1.10908 -0.483 0.438 0.696
H -3.10451 1.81620 -0.51736 -0.015 0.630 -0.555
```
Forces are in eV/Å.

Results
- gap between HOMO and LUMO (eV) = 8.49
- structure (SMILES) = Cc1oc(C)c2c1CCS2
- lowest unoccupied orbital energy (eV) = 0.85
- total energy (Ha) = -784.20495
- energy above the lowest of the compared OMol25 structures with the same formula, charge and spin (eV) = 0.479

> What is the total energy in the second record?

-8596.56906 Ha

> What is the total energy in the second record?

-8596.56906 Ha